Density functional theory data (the ωB97M-V functional and the def2-TZVPD basis) for an isolated ion of composition C4H12NSi and charge +1 at a distorted geometry.

Values from the calculation:
Frontier orbital gap   9.77 eV
Energy   -503.4727 a.u.
Energy above the lowest of the compared OMol25 structures with the same formula, charge and spin   271.9 kJ/mol
Net charge   +1
SMILES   C[NH+](C)/C=C/[SiH3]
HOMO   -0.521 hartree
E_LUMO   -4.4 eV

Cartesian coordinates (Å):
C (0.12337, -0.32434, 0.29795)
C (1.38641, 0.44787, 0.61040)
C (-1.16796, 0.70817, -1.64151)
C (-2.27590, -0.29162, 0.32522)
N (-1.07536, 0.40462, -0.11405)
Si (2.99012, -0.52491, 1.00276)
H (0.17021, -1.41857, 0.06169)
H (1.28214, 1.56665, 0.75116)
H (-1.91459, 1.57402, -1.93086)
H (-0.08967, 0.95681, -1.91746)
H (-1.47112, -0.09779, -2.26847)
H (-3.10645, -0.18892, -0.41638)
H (-1.92376, -1.41479, 0.39661)
H (-2.65371, 0.04243, 1.30474)
H (-0.94324, 1.32430, 0.20661)
H (4.00243, -0.33564, 2.06679)
H (3.96818, -0.43828, -0.08383)
H (2.69889, -1.99001, 1.34864)

Atomic forces in eV per Å
6.6 2.6 0.3
-5.3 -2.4 -0.3
1.3 2.1 -0.8
-1.3 -2.6 0.5
0.1 -0.6 -2.5
0.8 -1.7 0.3
-0.3 1.2 0.4
0.1 -1.3 -0.3
1.6 -1.5 1.3
-1.6 0.0 0.2
-0.2 -1.2 0.2
0.9 -0.1 0.6
-1.3 2.2 -0.1
0.5 -0.1 -0.4
-0.3 1.5 1.2
-0.7 1.0 0.5
-0.4 0.1 -0.7
-0.4 0.9 -0.7